Molecular formula: C16H28GdN2O3P2
Method: DFT, ωB97M-V/def2-TZVPD

Properties
Expectation value of S²   21.019
Total charge   +2
Spin multiplicity   9

Last column: Mulliken spin population.
Element x y z (Å)
1 Gd 0.650 0.980 0.005  5.934
2 P 2.716 -0.914 0.240  0.032
3 C 2.627 -0.994 -1.554  0.786
4 C 1.356 -1.284 -2.181  0.003
5 N 0.160 -0.688 -1.724  0.303
6 C -0.996 -1.134 -2.262  0.290
7 C -1.022 -2.163 -3.182  -0.028
8 C 0.151 -2.699 -3.682  0.288
9 C 1.360 -2.216 -3.234  0.135
10 C -2.319 -0.594 -1.763  -0.001
11 P -2.458 1.107 -1.252  0.055
12 H 2.324 -2.620 -3.582  -0.002
13 H -1.983 -2.525 -3.509  0.000
14 H 0.133 -3.508 -4.400  0.028
15 H -3.086 -0.722 -2.543  0.003
16 H -2.631 -1.205 -0.902  0.039
17 H 2.575 0.819 -2.096  -0.015
18 H 3.574 -1.091 -2.116  -0.029
19 H 1.123 3.978 -1.094  0.001
20 O 2.131 1.633 -1.889  0.050
21 H 1.844 1.846 -2.779  -0.011
22 H -1.137 1.447 -0.849  -0.040
23 O 0.900 3.706 -0.196  0.015
24 H 0.071 4.226 -0.130  -0.009
25 C -2.804 2.164 -2.641  0.012
26 H -3.742 1.870 -3.136  -0.007
27 H -2.900 3.205 -2.310  0.000
28 H -1.990 2.122 -3.374  0.001
29 C -3.565 1.365 0.098  0.001
30 H -3.450 2.382 0.487  -0.001
31 H -4.606 1.236 -0.229  -0.004
32 H -3.362 0.676 0.925  -0.008
33 C 2.631 -2.721 0.437  0.059
34 H 3.536 -3.165 0.004  -0.002
35 H 2.556 -2.927 1.504  0.001
36 H 1.754 -3.110 -0.094  0.002
37 C 4.462 -0.520 0.588  0.017
38 H 4.544 -0.413 1.680  -0.001
39 H 5.106 -1.338 0.240  -0.002
40 H 4.764 0.422 0.112  -0.009
41 O -0.205 0.607 1.840  0.078
42 N -0.559 0.379 3.128  0.039
43 C -1.792 -0.125 3.382  -0.005
44 C -2.191 -0.186 4.706  0.003
45 C -1.325 0.219 5.722  0.001
46 C -0.034 0.638 5.401  -0.003
47 C 0.358 0.690 4.074  0.003
48 H -2.403 -0.459 2.540  0.006
49 H -3.184 -0.573 4.903  0.000
50 H -1.670 0.194 6.754  0.000
51 H 0.660 0.951 6.173  0.000
52 H 1.348 1.032 3.760  -0.004


Molecular formula: C16H28IrN6O3Se
Method: DFT, ωB97M-V/def2-TZVPD

Properties
Total charge   +1

Last column: Mulliken charge in e.
Element x y z (Å)
1 Ir -1.188 -0.720 1.621  1.367
2 N -2.425 -0.995 -0.040  -0.618
3 C -2.496 -2.452 -0.334  -0.685
4 C -2.470 -3.230 0.974  -0.619
5 N -1.263 -2.787 1.723  -0.551
6 C -1.202 -3.150 3.166  -0.448
7 C -0.113 -2.318 3.836  -0.772
8 N -0.251 -0.867 3.491  -0.655
9 H -3.333 -0.639 0.257  0.422
10 H -2.191 -0.436 -0.858  0.288
11 H -1.624 -2.707 -0.940  0.315
12 H -3.387 -2.695 -0.911  0.501
13 H -2.446 -4.305 0.790  0.485
14 H -3.343 -3.003 1.587  0.213
15 H -0.448 -3.183 1.256  0.466
16 H -0.989 -4.213 3.295  0.512
17 H -2.178 -2.946 3.604  0.122
18 H 0.871 -2.645 3.498  0.334
19 H -0.144 -2.465 4.915  0.459
20 H 0.638 -0.386 3.598  0.303
21 H -0.900 -0.415 4.134  0.371
22 O -2.087 1.708 -0.222  -0.570
23 C -1.618 2.076 0.845  0.120
24 O -1.066 1.320 1.740  -0.690
25 H -1.636 3.134 1.141  0.448
26 C 2.697 3.290 -1.121  -1.076
27 C 1.280 3.030 -1.614  0.023
28 N 1.209 2.181 -2.806  0.230
29 C 0.982 2.831 -4.102  -0.701
30 C 2.198 3.581 -4.621  -1.073
31 C 1.523 0.871 -2.807  0.367
32 O 1.689 0.190 -3.805  -0.645
33 C 1.634 0.156 -1.480  -0.554
34 C 2.770 -0.580 -1.181  -0.197
35 C 2.785 -1.345 -0.027  -1.134
36 C 1.656 -1.379 0.766  0.222
37 N 0.542 -0.691 0.472  0.086
38 C 0.545 0.074 -0.632  -0.320
39 H 2.676 3.956 -0.258  0.433
40 H 3.306 3.752 -1.896  0.317
41 H 3.187 2.364 -0.816  0.209
42 H 0.799 3.970 -1.882  0.526
43 H 0.676 2.605 -0.812  -0.431
44 H 0.132 3.505 -3.980  0.404
45 H 0.695 2.050 -4.802  0.415
46 H 2.474 4.409 -3.966  0.286
47 H 1.983 3.997 -5.604  0.401
48 H 3.051 2.909 -4.715  0.292
49 H 3.618 -0.561 -1.853  0.556
50 H 3.653 -1.923 0.256  0.473
51 H 1.636 -1.973 1.669  0.088
52 H -0.368 0.618 -0.840  1.005
53 Se -5.068 -1.814 4.273  -0.134
54 C -3.778 -1.084 3.333  0.162
55 N -2.893 -0.669 2.685  -0.348


Molecular formula: C16H28KN5O3SSe2
Method: DFT, ωB97M-V/def2-TZVPD

Properties
Total charge   -2

Last column: Mulliken charge in e.
Element x y z (Å)
1 K 0.707 3.495 15.224  0.758
2 C -2.242 1.373 15.734  -1.195
3 C -1.790 1.370 17.259  -0.153
4 N -0.377 1.105 17.470  -0.134
5 C 0.156 1.517 18.789  -1.137
6 C 0.493 3.033 18.936  0.821
7 C 0.840 3.443 20.316  -0.627
8 C 1.008 4.796 20.529  -0.716
9 C 0.767 5.810 19.467  0.282
10 C 0.373 5.261 18.096  0.319
11 C -1.095 5.744 17.609  -1.398
12 N -1.401 5.180 16.297  0.229
13 C -2.811 4.721 16.111  -0.661
14 C -3.072 3.732 14.954  -1.014
15 N -2.129 2.556 14.911  0.076
16 N 0.418 3.853 17.987  0.115
17 H -3.246 0.930 15.692  0.335
18 H -1.625 0.604 15.245  0.384
19 H -2.432 0.608 17.742  0.375
20 H -2.079 2.357 17.645  0.111
21 H -0.234 0.120 17.338  0.263
22 H 1.128 1.015 19.058  0.381
23 H -0.586 1.309 19.577  0.351
24 H 0.953 2.690 21.113  0.341
25 H 1.144 5.157 21.553  0.349
26 H -0.023 6.463 19.826  0.187
27 H -1.066 6.871 17.535  0.307
28 H -1.808 5.436 18.405  0.349
29 H -1.153 5.895 15.622  0.296
30 H -3.495 5.602 15.961  0.354
31 H -3.193 4.251 17.077  0.278
32 H -2.901 4.272 13.981  0.392
33 H -4.083 3.332 15.009  0.322
34 H -2.092 2.266 13.914  0.253
35 O 1.286 2.724 12.669  -0.071
36 C 2.290 3.171 11.727  -1.338
37 C 2.683 2.209 10.610  2.048
38 C 3.492 3.055 9.570  -1.003
39 O 4.760 3.480 10.102  -0.517
40 C 1.537 1.472 9.855  -1.305
41 Se -0.256 2.243 9.778  -0.779
42 C 3.544 1.027 11.138  -1.581
43 Se 5.288 1.097 12.094  -0.737
44 H 0.483 2.619 12.101  -0.088
45 H 3.231 3.408 12.248  0.318
46 H 1.930 4.099 11.304  0.443
47 H 2.949 3.928 9.216  0.402
48 H 3.718 2.497 8.660  0.341
49 H 5.104 2.651 10.633  0.253
50 H 1.250 0.577 10.387  0.367
51 H 1.853 1.204 8.835  0.365
52 H 3.800 0.443 10.275  0.498
53 H 2.903 0.349 11.732  0.371
54 O 1.919 6.778 19.323  -0.446
55 S 2.263 6.934 17.690  -0.228
56 N 1.269 5.890 17.068  -0.508


Molecular formula: C16H28N2O3
Method: DFT, ωB97M-V/def2-TZVPD

Properties
Structure (SMILES)   CC(C)OCCN1CCC2(CC1)CN(C1CC1)C(=O)CO2

Last column: Mulliken charge in e.
Element x y z (Å)
1 O -1.437 0.430 -4.738  -0.672
2 O 2.545 -1.489 3.263  -0.439
3 O -1.879 -1.320 -1.628  -0.456
4 C -1.668 0.257 -3.539  0.430
5 N 0.290 -1.845 1.134  0.721
6 N -1.604 1.330 -2.656  0.281
7 C -1.843 -1.178 -3.042  -0.316
8 C 1.343 0.566 3.568  -1.381
9 C 3.793 0.605 2.975  -1.387
10 C 2.471 -2.540 2.294  -0.535
11 C 0.999 -2.885 1.900  -1.051
12 C 0.806 -1.579 -0.261  -1.064
13 C -1.181 -1.888 1.303  -1.029
14 C -1.813 1.113 -1.234  -1.599
15 C -2.307 3.515 -3.737  -0.685
16 C -1.578 3.926 -2.421  -0.673
17 C 0.222 -0.248 -0.767  -0.847
18 C -1.777 -0.602 0.646  -1.050
19 C 2.465 -0.112 2.786  1.259
20 C -1.211 2.638 -3.152  -0.011
21 C -1.298 -0.301 -0.805  1.092
22 H -2.821 -1.553 -3.417  0.338
23 H -1.009 -1.778 -3.445  0.227
24 H 1.564 0.520 4.647  0.380
25 H 0.402 0.062 3.441  0.227
26 H 1.261 1.605 3.271  0.346
27 H 4.041 0.701 4.034  0.328
28 H 4.580 -0.021 2.482  0.322
29 H 3.795 1.570 2.502  0.372
30 H 2.956 -3.449 2.709  0.367
31 H 3.076 -2.238 1.422  0.280
32 H 0.478 -3.109 2.809  0.428
33 H 1.005 -3.869 1.393  0.369
34 H 1.887 -1.426 -0.190  0.378
35 H 0.511 -2.334 -0.976  0.462
36 H -1.409 -1.910 2.372  0.487
37 H -1.625 -2.800 0.835  0.327
38 H -1.276 1.881 -0.675  0.604
39 H -2.870 1.237 -0.922  0.208
40 H -2.116 4.128 -4.607  0.269
41 H -3.350 3.190 -3.652  0.228
42 H -2.163 3.801 -1.517  0.249
43 H -0.875 4.766 -2.434  0.258
44 H 0.506 0.608 -0.138  0.519
45 H 0.581 -0.077 -1.768  0.418
46 H -1.490 0.239 1.280  0.323
47 H -2.860 -0.703 0.650  0.449
48 H 2.203 -0.091 1.738  -0.251
49 H -0.318 2.658 -3.736  0.502


Molecular formula: C16H28N2OSi
Method: DFT, ωB97M-V/def2-TZVPD

Properties
Structure (SMILES)   Cc1cccc(N2CCN(CCO[Si](C)(C)C)CC2)c1

Last column: Mulliken charge in e.
Element x y z (Å)
1 O 2.871 0.870 -1.152  -0.349
2 C -3.978 0.614 3.251  -0.818
3 C -3.461 0.597 1.999  -0.363
4 C -3.777 -0.481 4.066  -0.386
5 C -2.585 -1.613 2.382  0.174
6 C -2.754 -0.524 1.524  0.638
7 C -3.102 -1.614 3.660  -0.065
8 N -2.246 -0.590 0.193  0.189
9 N 0.414 -1.080 -0.834  -0.014
10 C -2.925 -2.771 4.595  -1.481
11 C 2.819 -0.506 -1.528  -0.544
12 C 1.866 -1.297 -0.603  -0.953
13 C -1.453 0.539 -0.435  -1.174
14 C -1.971 -1.821 -0.519  -1.219
15 C 0.024 0.253 -0.244  -0.312
16 C -0.516 -2.169 -0.346  -0.555
17 C 3.269 3.687 -1.454  -1.131
18 C 4.756 1.632 -3.201  -1.061
19 C 1.529 2.011 -3.347  -1.056
20 Si 3.110 2.033 -2.336  0.587
21 H -4.440 1.501 3.638  0.390
22 H -3.615 1.477 1.395  0.416
23 H -4.215 -0.518 5.062  0.370
24 H -2.151 -2.524 1.979  0.184
25 H -2.434 -3.605 4.069  0.345
26 H -3.895 -3.139 4.979  0.335
27 H -2.281 -2.545 5.433  0.317
28 H 2.490 -0.574 -2.576  0.327
29 H 3.837 -0.890 -1.523  0.389
30 H 2.141 -1.101 0.422  0.399
31 H 2.035 -2.363 -0.760  0.497
32 H -1.720 0.657 -1.494  0.324
33 H -1.738 1.511 0.023  0.300
34 H -2.170 -1.638 -1.580  0.402
35 H -2.681 -2.603 -0.202  0.460
36 H 0.645 1.070 -0.597  0.313
37 H 0.231 0.138 0.808  0.321
38 H -0.281 -2.345 0.692  0.445
39 H -0.231 -3.030 -0.933  0.455
40 H 3.946 4.427 -1.882  0.361
41 H 3.611 3.473 -0.459  0.329
42 H 2.275 4.126 -1.386  0.283
43 H 4.620 0.734 -3.822  0.296
44 H 4.978 2.505 -3.838  0.326
45 H 5.616 1.576 -2.503  0.308
46 H 1.300 1.010 -3.693  0.331
47 H 0.700 2.264 -2.680  0.231
48 H 1.541 2.637 -4.241  0.440


Molecular formula: C16H28N3O4S
Method: DFT, ωB97M-V/def2-TZVPD

Properties
Total charge   +1

Last column: Mulliken charge in e.
Element x y z (Å)
1 C 4.811 1.753 1.497  -0.793
2 N 4.148 1.709 0.182  0.116
3 S 4.270 0.327 -0.608  1.226
4 O 3.614 0.315 -1.921  -0.642
5 O 5.402 -0.570 -0.536  -0.627
6 C 2.842 -0.787 0.421  -0.047
7 C 2.848 -1.600 1.665  -0.824
8 C 1.616 -1.972 1.543  -0.664
9 C 0.844 -1.480 0.519  0.567
10 C -0.440 -1.818 0.198  0.347
11 O -1.336 -2.211 0.893  -0.676
12 N -0.938 -1.117 -1.089  0.108
13 H -0.086 -0.939 -1.633  0.361
14 C -1.997 -1.578 -1.636  -0.591
15 H -1.785 -1.846 -2.854  0.324
16 C -3.279 -0.726 -1.539  -0.510
17 H -2.846 0.109 -2.002  0.331
18 H -3.978 -1.164 -2.280  0.230
19 N -3.811 -0.346 -0.433  -0.007
20 C -4.324 -1.693 0.369  -1.559
21 H -4.923 -1.563 1.061  0.782
22 H -5.010 -2.235 -0.285  0.466
23 H -3.408 -2.183 0.596  0.461
24 C -3.088 0.342 0.748  -2.137
25 H -2.377 -0.280 0.793  2.137
26 C -3.636 1.115 1.665  -0.938
27 H -4.604 0.405 2.037  0.148
28 C -4.006 2.692 1.235  -0.776
29 C -5.276 2.615 0.388  -1.319
30 H -5.249 3.655 0.044  0.331
31 C -5.010 1.898 -1.022  -0.769
32 H -4.098 1.983 -1.573  0.407
33 C -5.145 0.335 -0.652  -0.722
34 H -5.867 0.062 0.161  0.509
35 H -5.685 -0.275 -1.512  0.537
36 H -5.758 2.263 -1.647  0.432
37 H -6.106 2.387 0.596  0.844
38 H -4.299 3.117 2.428  0.314
39 H -3.164 3.031 0.859  0.581
40 H -3.139 1.263 2.610  0.409
41 H -2.320 0.897 0.155  0.664
42 H -2.444 -2.555 -1.001  0.217
43 O 1.576 -0.757 -0.140  -0.420
44 H 1.239 -2.788 2.465  0.152
45 H 3.689 -1.596 2.041  1.023
46 C 4.353 2.796 -0.696  -1.004
47 H 3.795 2.531 -1.589  0.431
48 H 5.390 2.912 -0.823  0.384
49 H 3.764 3.830 -0.333  0.272
50 H 4.378 2.725 2.011  0.278
51 H 4.516 0.932 1.959  0.261
52 H 5.861 1.771 1.169  0.372


Molecular formula: C16H28N4O6S
Method: DFT, ωB97M-V/def2-TZVPD

Properties
Structure (SMILES)   C=NC1=N[C@@H]2[C@@H](O)[C@H](O)[C@@H](CO)[C@@H]2O1.CNC(=O)[C@H](CCSC)NC(C)=O

Last column: Mulliken charge in e.
Element x y z (Å)
1 O -6.370 2.728 -5.546  -0.674
2 O -2.581 3.485 -2.683  -0.709
3 N 1.296 -3.068 1.245  -0.465
4 N 3.270 -3.587 2.313  -0.667
5 O 6.784 0.308 1.871  -0.551
6 O 5.547 -3.689 4.703  -0.585
7 O 3.184 -1.540 1.334  -0.381
8 O 5.397 -0.639 5.306  -0.591
9 S -1.419 0.346 -1.153  -0.110
10 C -6.058 2.187 -4.498  0.687
11 C -3.403 2.858 -2.026  -0.029
12 C 0.625 -2.156 0.596  -0.147
13 C 2.572 -2.730 1.626  0.494
14 N -3.506 3.088 -0.712  -0.080
15 N -4.859 2.398 -3.957  -0.088
16 C -0.261 0.012 -2.508  -0.952
17 C -7.052 1.275 -3.805  -0.991
18 C -4.450 2.499 0.237  -0.848
19 C 5.523 0.673 2.446  -0.874
20 C -2.976 -0.246 -1.880  -0.963
21 C 4.569 -2.961 2.575  0.266
22 C 4.788 -2.660 4.058  -0.164
23 C 4.507 -1.615 1.870  -0.323
24 C 5.497 -1.312 4.049  -0.181
25 C 4.762 -0.555 2.949  0.046
26 C -3.544 0.530 -3.079  -0.741
27 C -4.307 1.822 -2.722  0.251
28 H 7.298 1.099 1.636  0.325
29 H 5.087 -4.540 4.581  0.366
30 H 5.792 -1.202 5.997  0.369
31 H -0.387 -2.367 0.267  0.319
32 H 1.017 -1.173 0.353  0.229
33 H -2.847 3.766 -0.358  0.285
34 H -4.262 3.040 -4.460  0.242
35 H 0.755 0.237 -2.181  0.388
36 H -0.501 0.643 -3.364  0.346
37 H -0.323 -1.037 -2.798  0.300
38 H -6.622 0.283 -3.687  0.277
39 H -7.312 1.695 -2.837  0.271
40 H -7.949 1.206 -4.419  0.313
41 H -5.476 2.691 -0.081  0.309
42 H -4.306 2.947 1.222  0.339
43 H -4.284 1.424 0.318  0.244
44 H 4.916 1.193 1.698  0.382
45 H 5.686 1.360 3.284  0.421
46 H -3.734 -0.280 -1.098  0.389
47 H -2.806 -1.273 -2.204  0.511
48 H 5.394 -3.566 2.183  0.364
49 H 3.817 -2.549 4.556  0.220
50 H 5.257 -1.568 1.072  0.396
51 H 6.551 -1.454 3.783  0.361
52 H 3.799 -0.219 3.349  0.393
53 H -2.740 0.765 -3.776  0.211
54 H -4.236 -0.137 -3.594  0.398
55 H -5.121 1.563 -2.050  0.403


Molecular formula: C16H28NO2ReS4Sb
Method: DFT, ωB97M-V/def2-TZVPD

Properties
Total charge   +3

Last column: Mulliken charge in e.
Element x y z (Å)
1 Re -0.403 0.640 1.255  0.991
2 C -1.367 0.361 4.350  -0.694
3 O -0.266 0.150 3.430  -0.500
4 C 1.022 0.524 3.977  -0.556
5 C 2.008 0.011 2.973  -0.476
6 O 1.679 0.612 1.671  -0.544
7 C 2.634 1.638 1.215  -0.618
8 H -1.062 0.015 5.335  0.380
9 H -2.205 -0.226 3.984  0.182
10 H -1.623 1.423 4.376  0.356
11 H 1.169 0.038 4.943  0.544
12 H 1.060 1.611 4.109  0.310
13 H 1.894 -1.067 2.842  0.228
14 H 3.042 0.232 3.227  0.553
15 H 3.633 1.266 1.427  0.412
16 H 2.437 2.572 1.738  0.294
17 H 2.491 1.738 0.146  0.143
18 S -4.873 -0.439 -1.172  -0.217
19 Sb -4.628 -0.237 0.957  1.145
20 S -1.950 -0.898 1.210  -0.306
21 S -1.243 2.459 1.702  0.026
22 S -5.093 0.381 2.967  -0.212
23 C 1.550 -3.795 0.323  -1.617
24 C 0.908 -2.841 -0.641  -0.721
25 C 0.540 -3.245 -1.930  -0.597
26 C -0.045 -2.375 -2.861  -0.281
27 C -0.424 -2.856 -4.230  -1.585
28 C -0.276 -1.066 -2.490  -0.305
29 C 0.084 -0.579 -1.201  0.784
30 C 0.681 -1.523 -0.307  0.714
31 N -0.155 0.677 -0.722  1.420
32 C -0.375 1.935 -1.633  0.685
33 C 0.536 3.063 -1.125  -1.515
34 C 0.007 1.781 -3.111  -1.964
35 C -1.862 2.296 -1.582  -1.008
36 H 1.648 -4.787 -0.111  0.432
37 H 0.952 -3.886 1.231  0.339
38 H 2.548 -3.456 0.601  0.369
39 H 0.717 -4.275 -2.220  0.412
40 H -0.265 -3.926 -4.334  0.414
41 H 0.176 -2.350 -4.987  0.363
42 H -1.473 -2.644 -4.442  0.387
43 H -0.810 -0.448 -3.181  0.539
44 H 1.108 -1.220 0.646  0.812
45 H 1.566 2.892 -1.436  0.410
46 H 0.511 3.230 -0.054  0.242
47 H 0.209 3.987 -1.601  0.526
48 H 0.991 1.337 -3.261  0.453
49 H 0.053 2.798 -3.502  0.532
50 H -0.741 1.274 -3.709  0.499
51 H -2.207 2.666 -0.620  0.161
52 H -2.475 1.441 -1.869  0.200
53 H -2.034 3.094 -2.303  0.456


Computed relative energy (zero: lowest compared OMol25 entry of this formula, charge and spin) (kJ/mol) in order:
320.1; 38.7; 275.7; 344.4; 4.5; 1549.6; 124.0; 146.4
Computed electronic energy (eV) in order:
-65562.8416; -100312.2000; -188488.8060; -26167.3861; -29952.6670; -40518.8499; -46126.3560; -74609.5630